# C11H28AlN2O2

A molecular structure, C11H28AlN2O2 (wB97M-V/def2-TZVPD, the Open Molecules 2025 dataset).

Last column: Löwdin charge in e.
Geometry (Å):
C 3.250166 -1.812524 1.342418  -0.12
C 1.803821 -1.907923 1.843694  -0.40
N 1.076803 -0.658590 1.889045  -0.12
Al 0.409439 0.132320 0.319562  0.22
C -0.463883 -1.261852 -0.837927  -0.26
C -1.825222 -1.744665 -0.286358  -0.30
C -2.991250 -1.550471 -1.261397  -0.23
C -3.420331 -0.087705 -1.403858  -0.19
C -3.966635 0.536744 -0.134944  -0.24
O -5.097095 -0.207683 0.320309  -0.20
C -6.022860 0.566277 1.030371  -0.14
C 1.792717 1.154815 -0.790838  -0.21
C 2.904933 1.864032 -0.020696  -0.46
O 2.939000 3.286980 -0.242721  -0.09
C 4.310262 1.276991 -0.295615  -0.25
N 5.002867 2.049442 -1.334340  -0.01
H 3.276184 -1.431808 0.317988  0.05
H 3.748409 -2.788856 1.359569  0.06
H 3.824414 -1.125413 1.972895  0.06
H 1.256944 -2.583277 1.174513  0.08
H 1.816590 -2.407766 2.826735  0.09
H 1.546279 -0.015269 2.518664  0.03
H -0.745728 1.216303 0.766407  -0.05
H -0.612027 -0.764395 -1.809867  0.04
H 0.172486 -2.128612 -1.058793  0.04
H -1.777994 -2.801432 -0.004912  0.09
H -2.061338 -1.210186 0.641730  0.07
H -2.667082 -1.900218 -2.248615  0.10
H -3.858103 -2.153479 -0.972887  0.10
H -4.174917 0.007501 -2.191754  0.11
H -2.553472 0.509272 -1.707782  0.11
H -3.201274 0.557575 0.646641  0.09
H -4.261630 1.575709 -0.332058  0.12
H -6.653333 1.164819 0.357485  0.08
H -6.662511 -0.108761 1.601580  0.08
H -5.526914 1.247062 1.734190  0.09
H 1.197845 1.919040 -1.311103  0.04
H 2.226258 0.518640 -1.575166  0.05
H 2.742116 1.806036 1.061743  0.11
H 2.999055 3.391582 -1.203799  0.07
H 4.877983 1.212608 0.643337  0.10
H 4.208833 0.259250 -0.675678  0.09
H 5.399522 2.895049 -0.946825  0.06
H 5.760676 1.502835 -1.720943  0.05

Forces on atoms 1 to 6 (eV/Å):
C 0.0 0.0 0.0
C -0.1 -0.1 0.0
N 0.2 0.1 -0.2
Al 0.0 0.0 0.0
C 0.0 0.0 0.0
C 0.0 0.1 0.0

* charge: -1
* F_max: 0.007 hartree/bohr
* E_tot: -938.37645 Eh
* highest occupied orbital energy: -4.10 eV
* ΔE to the lowest compared entry with this formula, charge and spin: 1.181 eV
* frontier orbital gap: 0.2683 Eh